DFT (wB97M-V/def2-TZVPD) results for an isolated molecule of C3H7NO at a distorted geometry.

```
12
Properties=species:S:1:pos:R:3:forces:R:3:nbo_charge:R:1
C 1.397 -0.482 -0.234 0.8 1.5 -0.7 -0.6000
C 0.027 -0.183 -0.818 -0.5 -0.3 -0.9 -0.4981
C -1.090 -0.236 0.221 0.7 1.0 -0.9 0.6790
N -1.105 0.842 1.069 -0.7 -0.2 0.7 -0.8421
O -1.893 -1.137 0.252 -0.2 -0.2 0.5 -0.5987
H 1.543 0.325 0.498 0.2 -0.7 0.5 0.2022
H 1.553 -1.478 0.168 -0.1 0.0 0.1 0.2208
H 2.186 -0.206 -0.982 -0.6 -0.8 0.4 0.2114
H -0.309 -0.843 -1.645 0.5 0.2 0.6 0.2294
H 0.123 0.820 -1.266 -0.4 -0.1 0.3 0.2058
H -0.623 1.714 0.950 0.3 -0.2 -0.4 0.3938
H -1.810 0.865 1.789 -0.1 -0.2 -0.1 0.3965
```
Forces are in eV/Å.

Results
Frontier orbital gap: 10.639 eV
HOMO energy: -9.78 eV
Max |F|: 1.84 eV/Å
Relative energy (zero: lowest compared OMol25 entry of this formula, charge and spin): 26.7 kJ/mol